{
  "formula": "C39H49Cl4CsN4O4Si",
  "method": "wB97M-V/def2-TZVPD",
  "homo_energy_ev": [-0.7, -0.7],
  "gap_ev": [4.054, 4.062],
  "fmax_ev_per_a": 2.11,
  "e_above_lowest_kj_mol": 403.8,
  "energy_ev": -113902.8841,
  "e_lumo_ha": [0.122, 0.122],
  "charge": -2,
  "elements": ["Cs", "C", "C", "C", "C", "C", "N", "C", "C", "C", "N", "C", "C", "C", "C", "C", "C", "C", "C", "N", "C", "C", "C", "N", "C", "C", "C", "C", "O", "C", "O", "H", "H", "H", "H", "H", "H", "H", "H", "H", "H", "H", "H", "H", "H", "H", "H", "H", "H", "H", "H", "H", "H", "H", "H", "H", "H", "H", "H", "Cl", "C", "C", "Cl", "C", "Cl", "C", "O", "C", "O", "C", "Cl", "C", "Si", "C", "C", "C", "C", "C", "C", "C", "C", "H", "H", "H", "H", "H", "H", "H", "H", "H", "H", "H", "H", "H", "H", "H", "H", "H", "H", "H", "H", "H"],
  "coordinates": [[1.439305, 0.084391, 0.236289], [-5.338252, 3.395675, 3.745339], [-4.103238, 2.675791, 3.266202], [-2.910096, 2.732721, 3.997685], [-1.730581, 2.083055, 3.609864], [-0.551714, 2.221308, 4.392030], [0.548455, 1.382610, 4.364085], [0.460246, -0.061018, 4.393111], [1.406713, -0.756077, 3.420720], [1.497035, -2.254704, 3.599761], [0.179349, -2.912608, 3.770374], [-0.299638, -4.000502, 3.200283], [-0.101967, -4.546828, 1.933182], [-0.574783, -5.891150, 1.715831], [-0.602567, -6.464245, 0.496031], [-1.039935, -7.879273, 0.255242], [-0.227160, -5.641349, -0.634503], [0.162341, -4.358281, -0.523388], [0.423302, -3.479120, -1.709437], [-0.455894, -2.987029, -2.476740], [-1.876264, -3.216304, -2.173718], [-2.338622, -2.292597, -1.050508], [-2.454470, -0.812820, -1.439291], [-2.121561, -0.012021, -0.284444], [-3.067420, 0.548802, 0.358597], [-2.958490, 1.283765, 1.616731], [-4.109926, 1.932233, 2.099966], [-1.719648, 1.360994, 2.329418], [-0.656236, 0.872908, 1.877871], [0.322109, -3.734588, 0.807547], [0.687488, -2.561210, 0.898584], [-5.156449, 3.891279, 4.701644], [-6.183488, 2.715029, 3.890026], [-5.667084, 4.166232, 3.040764], [-2.895302, 3.298899, 4.928167], [-0.487325, 3.060609, 5.079657], [1.409238, 1.764830, 4.715831], [-0.569929, -0.315817, 4.139469], [0.641525, -0.428281, 5.425016], [2.425477, -0.357811, 3.487397], [1.051895, -0.558289, 2.422064], [2.055598, -2.529051, 4.501624], [1.989316, -2.706358, 2.745593], [-0.268907, -2.662558, 4.638306], [-1.019037, -4.533454, 3.822177], [-0.900866, -6.460230, 2.583233], [-1.361384, -8.351901, 1.184625], [-0.233774, -8.487090, -0.164692], [-1.874352, -7.926078, -0.450099], [-0.316400, -6.076627, -1.627816], [1.463632, -3.217554, -1.905972], [-2.069518, -4.258014, -1.906106], [-2.437380, -3.009548, -3.089235], [-1.617977, -2.340075, -0.232765], [-3.295800, -2.643822, -0.651155], [-3.458382, -0.597927, -1.845923], [-1.727308, -0.600488, -2.228988], [-4.098195, 0.488149, -0.043791], [-5.026797, 1.850168, 1.517746], [8.267455, -0.029852, -2.476788], [6.963094, 0.088935, -1.317195], [7.215169, 0.072174, 0.027577], [8.852955, -0.069291, 0.623290], [6.138641, 0.176619, 0.935916], [6.454194, 0.135729, 2.662802], [4.797766, 0.303355, 0.544637], [3.830335, 0.391850, 1.377311], [4.525870, 0.319788, -0.914565], [3.307629, 0.424267, -1.330111], [5.625890, 0.208996, -1.766574], [5.293323, 0.219000, -3.492406], [-2.276717, 2.219972, -2.923739], [-0.445068, 2.181159, -2.501491], [-0.015458, 3.736672, -1.496044], [-0.890952, 3.673903, -0.232439], [-0.328388, 5.020678, -2.269707], [1.453362, 3.772831, -1.057880], [0.494604, 1.842032, -4.123039], [-0.028395, 2.730530, -5.258949], [2.006540, 2.037625, -3.990771], [0.228337, 0.372076, -4.481408], [-2.522085, 3.124683, -3.493366], [-2.886552, 2.205083, -2.019688], [-2.553831, 1.353339, -3.525737], [-1.960006, 3.717206, -0.457466], [-0.655666, 4.530794, 0.412313], [-0.717084, 2.764611, 0.348379], [-1.371511, 5.069018, -2.595971], [0.307683, 5.131396, -3.152183], [-0.147068, 5.890609, -1.622763], [1.769902, 2.866693, -0.543263], [1.597079, 4.609081, -0.361764], [2.139518, 3.912593, -1.893039], [0.147986, 3.791965, -5.065445], [-1.099515, 2.598066, -5.437136], [0.495895, 2.474664, -6.190592], [2.264677, 3.093509, -3.870209], [2.492459, 1.690526, -4.912784], [2.461002, 1.485327, -3.162661], [-0.837064, 0.153180, -4.605203], [0.619177, -0.313925, -3.727802], [0.725873, 0.135790, -5.431572]],
  "forces_ev_per_angstrom": [[-1.9, 0.1, -0.4], [-0.1, 0.0, 0.0], [0.2, 0.0, 0.2], [-0.3, 0.1, 0.0], [0.2, 0.0, 0.1], [-0.1, -0.2, -0.1], [0.0, 0.1, -0.1], [-0.1, -0.1, 0.0], [0.1, 0.1, 0.2], [-0.2, -0.3, 0.0], [0.2, 0.1, 0.1], [-0.1, -0.1, -0.1], [0.0, -0.1, 0.1], [0.0, 0.2, 0.2], [0.2, 0.2, -0.4], [-0.1, -0.1, 0.0], [-0.2, -0.4, 0.1], [0.1, 0.3, 0.3], [-0.1, -0.1, 0.1], [-0.1, 0.0, 0.0], [0.2, 0.0, -0.1], [0.0, 0.0, 0.1], [0.1, -0.1, 0.0], [-0.1, 0.0, 0.0], [0.1, 0.1, 0.1], [-0.3, 0.0, -0.2], [0.1, -0.1, -0.1], [0.3, -0.2, 0.0], [-0.3, 0.1, 0.4], [-0.1, -0.1, -0.4], [0.0, -0.3, 0.2], [0.0, 0.0, 0.0], [0.0, 0.0, 0.0], [0.0, 0.0, 0.0], [0.0, 0.0, 0.0], [0.0, 0.0, 0.0], [0.0, 0.0, 0.0], [0.0, 0.0, 0.0], [0.0, 0.0, 0.0], [-0.1, 0.0, 0.0], [-0.2, -0.1, 0.6], [0.0, 0.1, 0.0], [0.0, 0.0, 0.0], [0.0, 0.0, 0.0], [0.0, 0.0, 0.0], [0.0, 0.0, 0.0], [0.0, 0.0, 0.0], [0.0, 0.0, 0.0], [0.0, 0.0, 0.0], [0.0, 0.0, 0.0], [0.0, 0.0, 0.0], [0.0, 0.0, 0.1], [0.0, 0.0, 0.0], [0.0, 0.0, 0.0], [0.0, 0.0, 0.0], [0.0, 0.0, 0.0], [0.0, 0.0, 0.0], [0.0, 0.0, 0.0], [0.0, 0.0, 0.0], [0.0, 0.0, 0.1], [-0.1, 0.0, -0.3], [0.0, 0.0, 0.3], [-0.1, 0.0, 0.0], [0.2, 0.0, 0.0], [0.0, 0.0, -0.1], [-0.1, 0.0, 0.1], [0.6, 0.0, 0.0], [-0.3, 0.1, 0.0], [1.9, 0.3, -0.9], [0.2, 0.0, -0.2], [0.0, 0.0, 0.2], [-0.2, 0.1, 0.0], [0.2, -0.3, 0.1], [0.0, 0.0, 0.1], [0.0, 0.1, 0.0], [0.0, 0.1, 0.0], [0.0, 0.1, 0.0], [0.1, 0.0, -0.1], [0.0, 0.0, -0.1], [0.1, 0.0, -0.1], [0.0, 0.0, -0.1], [0.0, 0.0, 0.0], [0.0, 0.0, 0.0], [0.0, 0.0, 0.0], [0.0, 0.0, 0.0], [0.0, 0.0, 0.0], [0.0, 0.0, 0.0], [0.0, 0.0, 0.0], [0.0, 0.0, 0.0], [0.0, 0.0, 0.0], [0.0, 0.0, 0.0], [0.0, 0.0, 0.0], [0.0, 0.0, 0.0], [0.0, 0.0, 0.0], [0.0, 0.0, 0.0], [0.0, 0.0, 0.0], [0.0, 0.0, 0.0], [0.0, 0.0, 0.0], [-0.1, 0.0, 0.0], [0.0, 0.0, 0.0], [0.0, 0.0, 0.0], [0.0, 0.0, 0.0]]
}